DFT (the ωB97M-V functional and the def2-TZVPD basis) results for a single C5H6O2 molecule.

Total charge: 0
Energy above the lowest of the compared OMol25 structures with the same formula, charge and spin (kJ/mol): 136.3
Maximum force (Eh/bohr): 0.0095
Orbital gap (eV): 10.546
SMILES string: O=C1CO[C@H]2C[C@@H]12
HOMO (eV): -9.67

Element x y z (Å)
1 O -0.84 0.26 -1.24
2 O 1.03 -2.14 0.57
3 C 0.84 0.29 0.47
4 C -0.50 -1.10 -1.01
5 C -0.10 1.09 -0.37
6 C -0.36 0.99 1.09
7 C 0.54 -1.13 0.11
8 H -1.40 -1.67 -0.74
9 H 0.16 2.04 -0.82
10 H -0.14 1.86 1.70
11 H 1.86 0.57 0.72
12 H -1.17 0.37 1.46
13 H -0.07 -1.54 -1.91

***

DFT (the ωB97M-V functional and the def2-TZVPD basis) results for a molecular structure, C36H43BBrN6O2SiTi.

Total charge: +1
Maximum force (Eh/bohr): 0.0131
Orbital gap (eV): 8.129
HOMO (eV): -11.41

Element x y z (Å)
1 Br 1.95 2.28 2.27
2 Ti -0.50 1.32 -0.22
3 Si 1.13 -1.72 -0.16
4 O 0.30 -0.24 0.09
5 O 1.20 0.20 6.91
6 N -0.27 0.85 3.10
7 N -0.84 3.19 0.67
8 N -2.63 0.48 0.22
9 N 1.12 2.20 -1.14
10 N -0.80 4.31 -0.10
11 N 1.17 3.50 -1.51
12 C 0.90 1.31 3.52
13 C -2.63 1.16 -4.63
14 C 3.40 -3.16 0.43
15 C 1.17 -1.87 -2.03
16 C 2.20 1.59 -1.65
17 C -1.34 1.28 -2.12
18 C 2.62 -1.62 2.22
19 C -1.38 5.31 0.55
20 C -0.37 -3.05 1.89
21 C -1.81 4.87 1.80
22 C 1.43 1.13 4.78
23 C 0.68 0.39 5.68
24 C 3.81 -0.69 0.25
25 C 2.97 2.50 -2.34
26 C 2.28 3.70 -2.22
27 C -3.40 1.24 1.23
28 C -1.32 1.61 -4.54
29 C -0.14 -1.84 -4.08
30 C 0.05 -3.07 0.55
31 C -3.30 0.78 -3.48
32 C -3.44 0.42 -1.03
33 C -1.13 -4.08 2.42
34 C -1.49 -5.16 1.62
35 C -0.69 1.66 -3.31
36 C -1.07 -5.21 0.30
37 C 2.25 -2.04 -4.20
38 C -2.47 -0.90 0.74
39 C -1.44 3.54 1.83
40 C 2.81 -1.76 0.70
41 C -0.97 0.15 3.99
42 C -0.31 -4.17 -0.23
43 C -0.06 -1.79 -2.69
44 C -0.55 -0.12 5.28
45 C 1.02 -1.96 -4.83
46 C -2.66 0.84 -2.24
47 C 2.32 -2.00 -2.81
48 B 0.00 4.53 -1.43
49 H -3.44 -1.30 1.03
50 H -3.13 1.12 -5.59
51 H -3.81 -0.60 -1.16
52 H 2.09 -2.47 2.64
53 H -1.93 -0.24 3.67
54 H 0.33 2.00 -3.29
55 H -2.87 1.23 2.18
56 H 3.61 -3.34 -0.62
57 H 2.34 0.53 -1.50
58 H -3.53 2.27 0.90
59 H -1.53 2.82 2.62
60 H 2.50 4.68 -2.60
61 H -0.73 4.41 -2.38
62 H -1.34 -6.05 -0.33
63 H 3.91 2.32 -2.85
64 H -4.33 0.43 -3.54
65 H 0.61 -0.32 7.46
66 H -1.10 -1.78 -4.56
67 H 4.75 -0.84 0.78
68 H -2.04 -1.54 -0.02
69 H -2.08 -5.97 2.03
70 H 2.40 1.53 5.05
71 H -1.17 -0.70 5.95
72 H 3.46 0.32 0.49
73 H 4.03 -0.73 -0.82
74 H -0.10 -2.22 2.52
75 H -4.32 1.06 -0.92
76 H 4.35 -3.25 0.97
77 H -0.79 1.91 -5.43
78 H 0.51 5.62 -1.36
79 H 0.97 -1.99 -5.91
80 H 3.60 -1.57 2.70
81 H -1.80 -0.89 1.59
82 H -2.30 5.44 2.57
83 H -1.44 -4.05 3.45
84 H 2.08 -0.71 2.48
85 H 3.30 -2.07 -2.34
86 H -0.98 -1.70 -2.13
87 H 0.01 -4.23 -1.27
88 H 3.16 -2.14 -4.78
89 H -4.38 0.78 1.36
90 H 2.74 -3.95 0.79
91 H -1.41 6.30 0.11

***

DFT (the ωB97M-V functional and the def2-TZVPD basis) results for a single C16H24N2O4 molecule.

Total charge: 0
Energy above the lowest of the compared OMol25 structures with the same formula, charge and spin (kJ/mol): 136.4
Maximum force (Eh/bohr): 0.0119
Orbital gap (eV): 8.929
SMILES string: COc1ccc(CNC(=O)[C@@H](NC(C)=O)C(C)C)cc1OC
HOMO (eV): -8.19

Element x y z (Å)
1 O -3.13 0.63 0.05
2 O 0.06 -2.34 -0.93
3 O 1.92 1.00 1.82
4 O 4.16 1.63 0.13
5 N -1.29 -1.93 0.83
6 N -1.63 -0.10 -1.48
7 C -3.75 -2.16 0.82
8 C -1.15 1.21 -1.87
9 C 1.04 -2.31 1.27
10 C 0.53 1.21 -0.03
11 C -4.98 -1.98 -0.08
12 C -3.94 -1.39 2.12
13 C 2.59 1.82 -1.73
14 C -2.50 -1.73 0.04
15 C -0.09 -2.20 0.27
16 C 5.22 1.95 -0.73
17 C -2.48 -0.27 -0.45
18 C 0.26 1.41 -1.37
19 C 2.88 1.59 -0.39
20 C 1.82 1.29 0.48
21 C 1.30 1.72 -2.22
22 C 3.02 1.45 2.57
23 H -3.15 -1.62 2.84
24 H 2.74 1.30 3.62
25 H 1.12 1.88 -3.27
26 H -3.94 -0.32 1.93
27 H -3.64 -3.22 1.05
28 H 1.28 -1.32 1.64
29 H 6.11 1.93 -0.11
30 H -1.83 1.94 -1.42
31 H -1.03 -0.88 -1.73
32 H -2.40 -2.38 -0.85
33 H 0.76 -2.94 2.11
34 H 3.39 2.05 -2.41
35 H -1.19 1.31 -2.96
36 H 3.92 0.88 2.36
37 H -4.85 -2.51 -1.02
38 H -1.34 -1.69 1.80
39 H 1.91 -2.72 0.77
40 H -0.26 0.99 0.67
41 H -5.87 -2.36 0.42
42 H 5.33 1.21 -1.53
43 H 5.10 2.95 -1.17
44 H 3.22 2.51 2.40
45 H -5.13 -0.92 -0.30
46 H -4.89 -1.66 2.58

***

DFT (the ωB97M-V functional and the def2-TZVPD basis) results for a molecular structure, C49H55CoN8S.

Total charge: -1
Energy above the lowest of the compared OMol25 structures with the same formula, charge and spin (kJ/mol): 0.0
Maximum force (Eh/bohr): 0.0082
Orbital gap (alpha / beta) (eV): 6.159 / 5.384
Spin multiplicity: 2
HOMO (alpha / beta) (eV): -3.53 / -3.58

Element x y z (Å)
1 Co 0.61 -0.11 -0.37
2 S -1.29 -0.40 -1.33
3 N -1.79 1.64 -0.51
4 N 2.37 0.35 0.46
5 N -2.99 1.21 -0.17
6 N 1.34 -0.83 -2.11
7 N 0.80 1.66 -1.04
8 N -0.24 0.09 1.44
9 N -4.00 -0.84 -0.91
10 N -1.14 -2.00 -0.66
11 C -3.02 0.05 3.93
12 C -1.50 -0.22 1.84
13 C -1.16 -4.32 3.19
14 C 0.65 0.52 5.81
15 C 2.21 1.27 -2.94
16 C 5.08 1.93 2.79
17 C 4.81 3.39 -2.97
18 C -1.68 -3.55 0.84
19 C -1.83 3.53 0.97
20 C 0.36 -3.12 -2.22
21 C 1.05 -2.05 -2.70
22 C -1.74 0.18 3.17
23 C 1.92 -0.78 -4.37
24 C -3.24 5.05 2.86
25 C -1.17 2.66 -0.04
26 C -2.21 -4.20 2.08
27 C -0.47 -3.14 -1.05
28 C -0.28 1.37 4.94
29 C -3.80 4.78 1.62
30 C 4.01 1.98 -0.30
31 C -0.24 -5.51 -0.14
32 C -0.81 -4.13 -0.14
33 C -2.92 -0.18 -0.26
34 C 2.20 1.72 -1.53
35 C 3.35 2.44 1.01
36 C -3.04 -1.19 4.83
37 C 3.14 0.79 -0.69
38 C 4.20 2.99 2.13
39 C 2.65 -4.21 -4.66
40 C 0.29 2.71 -0.29
41 C -3.10 4.03 0.69
42 C 2.46 -0.21 -5.65
43 C 1.08 3.68 0.23
44 C 3.99 -0.25 -5.70
45 C -2.49 -0.99 1.00
46 C 3.10 2.94 -1.13
47 C 2.43 1.29 1.38
48 C 1.53 -2.03 -4.10
49 C 3.58 3.88 -2.22
50 C 1.82 -0.01 -3.13
51 C -1.98 4.54 3.16
52 C -1.86 -2.24 0.48
53 C -1.29 3.79 2.22
54 C 1.24 -5.55 0.28
55 C 1.59 1.34 2.49
56 C 0.35 0.70 2.52
57 C 2.55 3.55 0.17
58 C 1.54 -3.21 -5.01
59 C -0.56 0.76 3.61
60 H 0.85 1.00 6.77
61 H 1.67 -2.87 -6.04
62 H -4.55 -0.15 -1.41
63 H 2.54 -4.56 -3.63
64 H -1.61 -4.71 4.11
65 H 5.73 2.37 3.55
66 H 4.66 2.39 -3.38
67 H 3.80 4.86 -1.77
68 H 5.07 4.06 -3.79
69 H -3.79 5.63 3.60
70 H 1.37 -5.14 1.28
71 H 3.05 4.51 0.36
72 H -3.05 -3.61 2.45
73 H 3.55 3.47 2.88
74 H 4.47 1.17 3.27
75 H -2.90 -2.10 4.25
76 H 5.10 1.92 -0.37
77 H 0.63 4.55 0.69
78 H 0.57 -3.72 -4.98
79 H 4.37 0.21 -6.61
80 H -0.31 3.39 2.47
81 H -4.79 5.16 1.38
82 H 2.52 1.88 -3.77
83 H -3.37 -1.20 1.61
84 H 1.84 2.01 3.31
85 H 3.57 -0.05 -1.23
86 H 4.41 0.29 -4.85
87 H 5.67 3.34 -2.30
88 H -0.33 -5.96 -1.13
89 H 2.63 -5.07 -5.32
90 H 0.20 -0.46 6.00
91 H 2.05 -0.76 -6.50
92 H -4.59 -1.36 -0.27
93 H 0.36 -4.02 -2.83
94 H -2.61 -5.19 1.84
95 H 5.70 1.43 2.05
96 H 0.17 2.37 4.81
97 H -3.16 0.95 4.54
98 H -3.55 3.80 -0.27
99 H 3.63 -3.73 -4.74
100 H 1.60 0.35 5.30
101 H 2.75 4.06 -2.92
102 H 1.83 -4.93 -0.40
103 H -3.86 0.03 3.25
104 H 1.64 -6.56 0.26
105 H 4.35 -1.28 -5.65
106 H -0.83 -6.15 0.53
107 H 4.83 3.80 1.73
108 H -1.54 4.72 4.14
109 H -0.73 -3.35 3.40
110 H -0.35 -4.99 2.89
111 H -3.99 -1.27 5.38
112 H -1.22 1.54 5.47
113 H 2.11 0.82 -5.75
114 H -2.23 -1.15 5.57